61
Properties=species:S:1:pos:R:3 method="wB97M-V/def2-TZVPD" e_above_lowest_ev=0.000 homo_ev="-3.487 / -3.487" e_lumo_ev="2.3 / 2.3" homo_lumo_gap_ev="5.8 / 5.8" total_charge=-1
Pt 0.841 0.664 -0.071
O 5.090 0.894 0.588
C 4.013 0.387 0.263
O 2.979 1.032 -0.073
C 3.999 -1.164 0.207
C 5.262 -1.757 0.302
C 5.441 -3.125 0.221
C 4.344 -3.957 0.041
C 3.086 -3.394 -0.044
C 2.893 -2.010 0.046
P 1.168 -1.430 -0.034
C 0.297 -2.231 1.354
C 0.933 -2.939 2.364
C 0.194 -3.455 3.425
C -1.175 -3.253 3.479
C -1.808 -2.515 2.483
C -1.077 -1.995 1.429
C 0.523 -2.301 -1.511
C -0.198 -3.489 -1.452
C -0.648 -4.097 -2.617
C -0.374 -3.525 -3.850
C 0.350 -2.340 -3.914
C 0.790 -1.728 -2.752
H 6.099 -1.086 0.437
H 6.438 -3.545 0.293
H 4.467 -5.031 -0.032
H 2.225 -4.039 -0.181
H 2.005 -3.085 2.334
H 0.695 -4.006 4.210
H -1.749 -3.649 4.309
H -2.871 -2.319 2.543
H -1.546 -1.352 0.689
H -0.416 -3.942 -0.492
H -1.217 -5.017 -2.559
H -0.730 -3.994 -4.758
H 0.558 -1.882 -4.873
H 1.327 -0.788 -2.792
C 1.546 6.207 0.234
C 0.218 6.633 0.254
C -0.799 5.699 0.176
C -0.561 4.335 0.077
C 0.757 3.921 0.068
C 1.797 4.846 0.141
N -1.664 3.390 -0.029
N -2.758 3.979 0.138
C -3.916 3.107 0.006
C -5.139 3.721 0.190
C -6.289 2.948 0.076
C -6.147 1.605 -0.222
C -4.858 1.098 -0.392
N -3.765 1.830 -0.275
H 2.362 6.915 0.296
H -0.029 7.685 0.327
H -1.832 6.035 0.185
H 1.149 2.910 0.026
H 2.810 4.464 0.134
H -5.171 4.778 0.419
H -7.266 3.393 0.217
H -7.006 0.956 -0.329
H -4.704 0.051 -0.636
O -0.943 0.957 -0.089

=====

70
Properties=species:S:1:pos:R:3 method="wB97M-V/def2-TZVPD" e_above_lowest_ev=0.000 homo_ev=-2.113 e_lumo_ev=3.5 homo_lumo_gap_ev=5.6 total_charge=-2
Na -0.604 -0.298 -1.860
Br 6.200 -8.135 2.109
C 5.522 -6.439 2.666
C 6.401 -5.462 3.092
C 5.902 -4.236 3.506
C 4.532 -3.967 3.483
C 3.665 -4.981 3.048
C 4.153 -6.209 2.646
N 4.060 -2.793 4.099
N 3.148 -2.058 3.606
C 2.730 -2.052 2.310
C 3.451 -2.529 1.193
C 2.987 -2.433 -0.086
C 1.707 -1.852 -0.399
O 1.264 -1.794 -1.555
C 0.963 -1.287 0.753
N -0.211 -0.697 0.462
C -0.903 -0.142 1.431
C -0.463 -0.145 2.762
C 0.719 -0.761 3.076
C 1.483 -1.360 2.056
H 7.466 -5.656 3.105
H 6.571 -3.463 3.862
H 2.601 -4.788 3.019
H 3.476 -6.984 2.313
H 4.438 -2.945 1.346
H 3.585 -2.772 -0.922
H -1.846 0.318 1.156
H -1.064 0.336 3.523
H 1.089 -0.795 4.091
O -4.557 0.843 0.852
S -4.493 0.916 -0.590
O -4.752 2.210 -1.173
N -3.160 0.230 -1.160
C -3.419 -0.845 -1.924
O -2.581 -1.537 -2.500
C -4.898 -1.161 -2.007
C -5.512 -2.202 -2.678
C -6.896 -2.307 -2.600
C -7.641 -1.385 -1.865
C -7.017 -0.339 -1.195
C -5.642 -0.256 -1.285
H -4.914 -2.907 -3.241
H -7.406 -3.113 -3.113
H -8.718 -1.489 -1.818
H -7.581 0.384 -0.621
C 2.770 4.930 -1.812
C 1.628 5.219 -0.845
C 0.385 4.359 -1.105
C -0.709 4.712 -0.073
C -1.981 3.882 -0.203
C -0.155 4.690 -2.480
O -0.372 5.838 -2.846
N -0.400 3.630 -3.288
C -0.244 2.263 -2.943
O -0.666 1.443 -3.758
N 0.345 1.928 -1.789
C 0.738 2.868 -0.902
O 1.343 2.590 0.127
H 3.641 5.549 -1.583
H 2.476 5.137 -2.843
H 3.074 3.884 -1.743
H 1.331 6.268 -0.913
H 1.949 5.009 0.176
H -0.934 5.776 -0.185
H -0.260 4.558 0.911
H -2.459 4.007 -1.176
H -2.712 4.168 0.555
H -1.777 2.817 -0.078
H -0.848 3.809 -4.174